(1)
Density functional theory data (the ωB97M-V functional and the def2-TZVPD basis) for a 3-piece molecular cluster, C2H7FN3 overall at a distorted geometry.

Results
Net charge = +1
E_HOMO = -0.4491 Eh
LUMO = -7.89 eV

Last column: natural (NBO) charge in e.
Cartesian coordinates (Å):
C1 -3.99 0.02 -0.38  0.696
C2 -0.38 0.08 0.69  0.596
N1 -4.94 -0.68 -0.38  -0.594
N2 -2.87 0.47 -0.35  -0.792
N3 4.81 -0.75 -1.18  -1.084
F1 -0.22 1.27 1.17  -0.179
H1 -0.59 -0.68 1.39  0.201
H2 -0.03 -0.18 -0.30  0.218
H3 -5.80 -0.61 0.05  0.429
H4 -2.46 1.29 -0.68  0.421
H5 4.54 -0.19 -1.94  0.361
H6 5.58 -0.28 -0.59  0.372
H7 5.03 -1.62 -1.38  0.353



(2)
Density functional theory data (the ωB97M-V functional and the def2-TZVPD basis) for one molecule with the formula C2H7FN4 at a distorted geometry.

Results
E_HOMO = -0.2966 Eh
LUMO = 1.21 eV

Last column: natural (NBO) charge in e.
Cartesian coordinates (Å):
C1 -2.40 0.51 0.49  -0.404
C2 3.41 0.01 -0.25  0.210
N1 -0.16 0.14 0.16  -0.067
N2 0.77 -0.09 -0.70  -0.132
N3 -1.27 0.61 -0.30  -0.397
N4 1.79 -0.81 -0.09  -0.488
F1 3.90 0.53 0.88  -0.329
H1 -2.88 -0.37 0.31  0.180
H2 -2.01 0.66 1.46  0.217
H3 -3.13 1.31 0.35  0.196
H4 3.33 0.71 -1.07  0.157
H5 3.98 -0.79 -0.69  0.156
H6 -1.48 0.41 -1.25  0.356
H7 1.60 -0.87 0.94  0.345



(3)
Density functional theory data (the ωB97M-V functional and the def2-TZVPD basis) for a 2-piece molecular cluster, C2H7FNPS overall at a distorted geometry.

Results
E_HOMO (alpha / beta) = -0.3248 / -0.3248 Eh
LUMO (alpha / beta) = -1.64 / -1.64 eV

Last column: natural (NBO) charge in e.
Cartesian coordinates (Å):
C1 -0.36 -1.32 1.12  -0.463
C2 0.83 0.55 -1.45  -0.965
N1 0.21 -0.10 1.55  -0.655
F1 0.63 2.81 -0.10  -0.580
P1 -0.33 1.46 -0.33  1.411
S1 -1.98 2.25 -1.14  -0.460
H1 -0.04 -1.52 0.03  0.186
H2 0.04 -2.17 1.66  0.217
H3 -1.43 -1.46 1.17  0.188
H4 0.27 -0.03 -2.16  0.256
H5 1.55 1.26 -1.68  0.261
H6 1.31 -0.19 -0.78  0.252
H7 -0.37 0.32 2.31  0.353



(4)
Density functional theory data (the ωB97M-V functional and the def2-TZVPD basis) for an isolated ion of composition C2H7FO4P and charge +1 at a distorted geometry.

Results
Net charge = +1
E_HOMO = -0.5812 Eh
LUMO = -4.21 eV

Last column: natural (NBO) charge in e.
Cartesian coordinates (Å):
C1 0.14 1.93 0.85  -0.291
C2 -0.84 -2.26 0.84  -0.295
O1 0.61 0.46 -2.70  -0.928
O2 0.07 1.73 -0.56  -0.771
O3 -0.91 -0.94 0.39  -0.209
O4 -0.53 -0.87 -1.01  -0.528
F1 1.90 -0.01 -0.52  -0.504
P1 0.47 0.30 -1.18  2.620
H1 0.96 1.23 1.17  0.204
H2 -0.85 2.00 1.44  0.242
H3 0.51 2.91 1.10  0.228
H4 0.13 -2.43 1.26  0.193
H5 -1.01 -2.99 0.11  0.223
H6 -1.59 -2.47 1.68  0.250
H7 0.94 1.42 -2.87  0.567



(5)
Density functional theory data (the ωB97M-V functional and the def2-TZVPD basis) for a 2-piece molecular cluster, C2H7I2NSi overall at a distorted geometry.

Results
E_HOMO (alpha / beta) = -0.2772 / -0.3336 Eh
LUMO (alpha / beta) = -0.15 / -1.15 eV

Last column: natural (NBO) charge in e.
Cartesian coordinates (Å):
C1 1.73 0.52 -1.02  -0.486
C2 1.46 -1.14 0.56  -0.490
N1 0.89 -0.02 -0.05  -0.236
Si1 -3.71 1.15 0.24  0.541
I1 -3.42 0.78 2.62  -0.185
I2 -5.85 0.15 -0.56  -0.193
H1 1.30 1.30 -1.66  0.208
H2 2.60 0.86 -0.41  0.215
H3 2.34 -0.14 -1.54  0.194
H4 1.72 -1.94 -0.15  0.201
H5 2.49 -1.06 1.06  0.190
H6 0.89 -1.49 1.36  0.205
H7 -2.46 1.03 -0.45  -0.164



(6)
Density functional theory data (the ωB97M-V functional and the def2-TZVPD basis) for an isolated ion of composition C2H7INO and charge +1 at a distorted geometry.

Results
Net charge = +1
E_HOMO = -0.5252 Eh
LUMO = -4.35 eV

Last column: natural (NBO) charge in e.
Cartesian coordinates (Å):
C1 0.50 -0.25 -1.00  -0.712
C2 -0.75 0.08 -0.25  0.291
N1 -0.61 -0.22 1.21  -0.755
O1 -0.96 1.58 -0.36  -0.703
I1 -2.43 -1.20 -0.85  0.208
H1 1.37 -0.11 -0.29  0.228
H2 0.59 -1.30 -1.42  0.277
H3 0.77 0.53 -1.79  0.263
H4 -1.02 -1.22 1.40  0.482
H5 0.40 -0.11 1.62  0.458
H6 -1.09 0.47 1.73  0.459
H7 -0.43 1.91 -1.12  0.504



(7)
Density functional theory data (the ωB97M-V functional and the def2-TZVPD basis) for C2H7INOPS2 as an isolated structure at a distorted geometry.

Results
E_HOMO = -0.2902 Eh
LUMO = -0.34 eV

Last column: natural (NBO) charge in e.
Cartesian coordinates (Å):
C1 2.53 1.50 -1.06  -0.629
C2 2.05 0.76 0.16  -0.557
N1 -3.54 -0.83 0.34  -1.218
O1 -2.06 -2.51 1.72  -0.980
P1 -2.23 -0.96 1.39  1.252
S1 -0.66 -0.51 -0.26  -0.380
S2 1.30 -0.84 -0.18  0.119
I1 -4.14 0.95 -0.33  0.375
H1 1.59 1.88 -1.61  0.225
H2 3.09 2.34 -0.63  0.211
H3 3.33 0.83 -1.52  0.214
H4 1.18 1.47 0.58  0.236
H5 2.94 0.54 0.81  0.223
H6 -3.68 -1.62 -0.40  0.411
H7 -1.68 -2.99 0.98  0.500



(8)
Density functional theory data (the ωB97M-V functional and the def2-TZVPD basis) for a 2-piece molecular cluster, C2H7N overall.

Results
E_HOMO = -0.3730 Eh
LUMO = 1.13 eV

Last column: natural (NBO) charge in e.
Cartesian coordinates (Å):
N1 0.99 -3.30 -0.06  -1.067
H1 1.88 -3.77 -0.05  0.355
H2 1.04 -2.57 -0.77  0.356
H3 0.29 -3.97 -0.36  0.356
C1 -0.76 2.71 -0.28  -0.386
C2 -0.59 1.82 0.69  -0.380
H4 -1.74 3.12 -0.45  0.188
H5 0.01 3.12 -0.93  0.193
H6 -1.44 1.53 1.29  0.190
H7 0.33 1.32 0.94  0.195



(9)
Density functional theory data (the ωB97M-V functional and the def2-TZVPD basis) for an isolated ion of composition C2H7N2O and charge +1 at a distorted geometry.

Results
Net charge = +1
E_HOMO = -0.5451 Eh
LUMO = -3.45 eV

Last column: natural (NBO) charge in e.
Cartesian coordinates (Å):
C1 -1.12 1.19 -0.08  0.347
C2 1.10 -1.56 0.31  -0.279
N1 -0.59 0.06 0.28  -0.223
N2 -0.52 2.03 -0.89  -0.711
O1 0.66 -0.31 -0.18  -0.342
H1 -2.10 1.43 0.31  0.249
H2 2.08 -1.70 -0.15  0.243
H3 0.45 -2.37 -0.01  0.199
H4 1.21 -1.55 1.40  0.199
H5 -1.05 -0.60 0.91  0.430
H6 -0.94 2.90 -1.16  0.444
H7 0.40 1.80 -1.26  0.442



(10)
Density functional theory data (the ωB97M-V functional and the def2-TZVPD basis) for C2H7N2O as an isolated structure at a distorted geometry.

Results
Net charge = +1
E_HOMO = -0.5028 Eh
LUMO = -4.63 eV

Last column: natural (NBO) charge in e.
Cartesian coordinates (Å):
C1 0.72 -1.10 0.06  -0.107
C2 -0.28 -0.10 -0.62  0.058
N1 1.15 1.03 0.04  -0.314
N2 -1.33 0.42 0.30  -0.750
O1 1.59 -0.12 0.70  -0.385
H1 0.18 -1.91 0.69  0.219
H2 1.30 -1.51 -0.73  0.225
H3 -0.57 -0.18 -1.66  0.254
H4 1.95 1.49 -0.62  0.389
H5 -1.47 -0.12 1.17  0.459
H6 -2.24 0.75 -0.13  0.467
H7 -0.99 1.36 0.78  0.485



(11)
Density functional theory data (the ωB97M-V functional and the def2-TZVPD basis) for an isolated ion of composition C2H7N2O and charge +1 at a distorted geometry.

Results
Net charge = +1
E_HOMO = -0.5159 Eh
LUMO = -3.75 eV

Last column: natural (NBO) charge in e.
Cartesian coordinates (Å):
C1 0.17 0.34 1.22  -0.084
C2 0.59 0.15 -0.29  0.069
N1 -0.29 1.21 -0.60  -0.353
N2 -0.32 -1.07 -0.58  -0.700
O1 -0.49 1.56 0.79  -0.329
H1 -0.49 -0.37 1.66  0.180
H2 0.92 0.54 1.96  0.229
H3 1.71 -0.14 -0.71  0.267
H4 0.02 1.92 -1.26  0.404
H5 -0.76 -1.01 -1.51  0.443
H6 -1.06 -1.13 0.07  0.435
H7 0.03 -2.01 -0.75  0.438



(12)
Density functional theory data (the ωB97M-V functional and the def2-TZVPD basis) for a 2-piece molecular cluster, C2H7N2O2 overall at a distorted geometry.

Results
Net charge = +1
E_HOMO (alpha / beta) = -0.5745 / -0.5857 Eh
LUMO (alpha / beta) = -8.34 / -6.98 eV

Last column: natural (NBO) charge in e.
Cartesian coordinates (Å):
C1 1.67 0.27 -1.15  -0.469
C2 -1.92 -0.60 0.59  -0.240
N1 1.03 0.53 1.07  -0.208
N2 1.89 0.84 0.13  0.380
O1 2.87 1.53 0.33  -0.219
O2 -0.65 -0.73 0.29  -0.277
H1 2.34 0.72 -1.87  0.271
H2 0.69 0.27 -1.42  0.252
H3 1.92 -0.78 -1.06  0.268
H4 -2.30 -0.99 1.60  0.229
H5 -2.10 -1.50 -0.19  0.364
H6 -2.49 0.38 0.24  0.221
H7 0.91 0.99 1.96  0.425



The evaluated energy for the records listed, in turn: -344.1133 -399.1363 -974.5055 -822.2752 -1019.9473 -507.7934 -1645.8004 -135.1157 -264.8499 -264.7086 -264.7525 -339.8319 a.u..
The evaluated energy relative to the best compared isomer or geometry (same formula, charge and spin) for the records listed, in turn: 70.43 52.99 50.55 1.73 26.87 25.07 11.42 18.35 51.01 139.66 112.11 218.48 kcal/mol.